Molecular formula: C26H21IN2O6PV
Method: DFT, ωB97M-V with the def2-TZVPD basis set

CARTESIAN COORDINATES (ANGSTROEM)
V 0.414 -1.079 0.694
O 2.559 2.281 -1.628
C 1.995 1.440 -0.766
O 0.815 1.320 -0.578
C 3.011 0.684 0.041
C 4.357 1.028 0.053
C 5.220 0.302 0.851
C 4.715 -0.752 1.600
C 3.363 -1.028 1.522
N 2.515 -0.319 0.764
C 2.666 -2.135 2.254
O 3.334 -2.951 3.039
O 1.478 -2.285 2.104
H 1.858 2.767 -2.090
H 4.702 1.847 -0.561
H 6.274 0.542 0.888
H 5.388 -1.326 2.223
H 4.274 -2.744 3.091
O -2.038 -0.753 -2.251
C -2.224 -0.684 -1.051
O -1.247 -0.659 -0.176
C -3.609 -0.604 -0.438
P -3.999 0.853 0.668
C -2.556 0.693 1.793
C -2.549 -0.438 2.615
C -1.411 -0.804 3.314
C -0.265 -0.017 3.228
C -0.294 1.162 2.488
C -1.443 1.524 1.791
C -3.606 2.293 -0.386
C -4.554 3.317 -0.374
C -4.392 4.453 -1.155
C -3.279 4.576 -1.969
C -2.329 3.561 -1.996
C -2.488 2.430 -1.212
H -3.758 -1.488 0.188
H -4.356 -0.630 -1.231
H -3.428 -1.071 2.667
H -1.412 -1.698 3.924
H 0.619 -0.288 3.791
H 0.571 1.815 2.470
H -1.433 2.419 1.186
H -5.430 3.219 0.256
H -5.139 5.236 -1.132
H -3.152 5.455 -2.588
H -1.465 3.650 -2.643
H -1.733 1.658 -1.252
I 0.680 -1.987 -5.100
C 1.015 -2.773 -3.212
C 1.484 -4.065 -3.036
C 1.670 -4.533 -1.743
C 1.394 -3.696 -0.681
N 0.947 -2.443 -0.850
C 0.747 -1.995 -2.097
H 1.691 -4.698 -3.888
H 2.016 -5.540 -1.560
H 1.510 -4.033 0.341
H 0.307 -1.011 -2.199

As for the HOMO-LUMO gap (alpha / beta): 6.122 / 6.048 eV. As for the charge: +1. The energy above the lowest of the compared OMol25 structures with the same formula, charge and spin is 1.040 eV. Its spin multiplicity is 4.

Molecular formula: C26H21MnN6O
Method: DFT, ωB97M-V with the def2-TZVPD basis set

CARTESIAN COORDINATES (ANGSTROEM)
Mn -0.909 -0.412 -2.353
C 2.704 -1.577 -4.243
C 1.347 -1.467 -3.656
N 0.758 -0.355 -3.381
N 1.278 0.889 -3.621
C 0.457 1.772 -3.134
O -0.701 1.377 -2.553
C 0.708 3.204 -3.195
C 1.933 3.667 -3.686
C 2.169 5.027 -3.752
C 1.190 5.922 -3.334
C -0.028 5.465 -2.848
C -0.273 4.105 -2.774
C 0.510 -2.655 -3.345
C 0.866 -3.944 -3.669
C -0.034 -4.975 -3.402
C -1.254 -4.687 -2.821
C -1.546 -3.371 -2.500
N -0.684 -2.381 -2.747
H 3.157 -0.595 -4.339
H 2.641 -2.037 -5.232
H 3.331 -2.215 -3.618
H 2.687 2.964 -4.012
H 3.113 5.393 -4.129
H 1.379 6.985 -3.390
H -0.785 6.169 -2.533
H -1.222 3.743 -2.407
H 1.819 -4.145 -4.138
H 0.224 -5.995 -3.656
H -1.978 -5.461 -2.610
H -2.479 -3.101 -2.020
N -1.350 0.662 4.700
C -1.071 0.269 5.990
C -1.337 0.864 7.227
C -0.911 0.170 8.332
C -0.241 -1.076 8.229
C 0.017 -1.652 7.014
C -0.408 -0.959 5.869
N -0.283 -1.300 4.543
C -0.847 -0.318 3.883
C -0.930 -0.315 2.438
C -1.542 0.698 1.691
C -1.573 0.611 0.322
N -1.038 -0.432 -0.349
C -0.443 -1.416 0.369
C -0.366 -1.389 1.733
H -1.792 1.523 4.434
H -1.847 1.813 7.315
H -1.090 0.582 9.316
H 0.069 -1.574 9.137
H 0.529 -2.600 6.927
H -1.995 1.560 2.158
H -2.024 1.393 -0.273
H -0.023 -2.242 -0.190
H 0.119 -2.185 2.280

As for the HOMO-LUMO gap (alpha / beta): 4.601 / 5.047 eV. As for the charge: +2. Its spin multiplicity is 5.

Molecular formula: C26H21NO7PSV
Method: DFT, ωB97M-V with the def2-TZVPD basis set

CARTESIAN COORDINATES (ANGSTROEM)
V 0.330 -1.054 0.278
O 2.439 -1.985 -1.307
N 1.912 -0.858 -0.632
C 2.818 0.110 -0.702
C 2.699 1.473 -0.324
C 3.895 2.229 -0.302
C 3.902 3.566 0.007
C 2.704 4.213 0.306
C 1.525 3.488 0.304
C 1.486 2.129 0.006
P -0.105 1.185 -0.003
C -1.013 2.142 1.257
C -0.393 2.441 2.467
C -1.092 3.092 3.468
C -2.413 3.461 3.264
C -3.033 3.173 2.061
C -2.338 2.512 1.061
C -0.793 1.834 -1.574
C -0.953 0.935 -2.623
C -1.390 1.377 -3.864
C -1.658 2.721 -4.069
C -1.503 3.623 -3.025
C -1.075 3.182 -1.786
H 2.262 -2.713 -0.692
H 3.776 -0.192 -1.118
H 4.827 1.729 -0.535
H 4.834 4.116 0.011
H 2.697 5.266 0.550
H 0.609 3.998 0.565
H 0.632 2.133 2.626
H -0.612 3.298 4.416
H -2.961 3.966 4.050
H -4.069 3.447 1.906
H -2.831 2.251 0.135
H -0.738 -0.114 -2.438
H -1.523 0.673 -4.675
H -1.992 3.069 -5.038
H -1.716 4.673 -3.178
H -0.971 3.891 -0.978
O -2.369 -0.294 2.794
S -1.499 -0.873 1.804
O -1.485 -2.323 1.781
O -1.829 -0.376 0.414
O -0.052 -0.399 2.017
O -0.213 -2.687 -0.831
C 0.265 -3.410 0.083
O 1.134 -2.949 0.879
C -0.027 -4.872 0.132
C 0.569 -5.650 1.120
C 0.425 -7.025 1.097
C -0.311 -7.629 0.087
C -0.917 -6.852 -0.889
C -0.777 -5.475 -0.869
H 1.141 -5.152 1.890
H 0.897 -7.637 1.855
H -0.411 -8.707 0.057
H -1.488 -7.326 -1.676
H -1.228 -4.841 -1.620

As for the HOMO-LUMO gap (alpha / beta): 6.122 / 8.399 eV. As for the charge: -1. The energy above the lowest of the compared OMol25 structures with the same formula, charge and spin is 2.038 eV. Its spin multiplicity is 4.

Molecular formula: C26H22AsClO3Ti
Method: DFT, ωB97M-V with the def2-TZVPD basis set

CARTESIAN COORDINATES (ANGSTROEM)
Cl 3.182 1.060 -1.380
C 0.986 4.328 -2.385
C -0.285 3.967 -2.884
C -0.110 2.902 -3.806
H -1.225 4.414 -2.608
C 1.271 2.591 -3.870
C 1.943 3.496 -3.007
H 2.993 3.463 -2.782
H 1.190 5.095 -1.656
H -0.893 2.405 -4.355
C 1.919 1.555 -4.719
Ti 0.459 2.059 -1.618
C -1.385 1.973 -1.056
C 0.826 2.160 0.304
O -2.507 1.924 -0.710
O 1.113 2.188 1.434
H 1.276 0.683 -4.833
H 2.853 1.232 -4.262
H 2.140 1.941 -5.718
O 0.299 0.030 -1.108
As -0.230 -0.734 0.334
C 0.085 -2.651 0.144
C 1.356 -3.100 -0.235
C 1.630 -4.469 -0.298
C 0.635 -5.397 0.022
C -0.634 -4.957 0.404
C -0.909 -3.588 0.467
C 0.908 -0.460 1.936
C 2.309 -0.478 1.861
C 3.081 -0.273 3.016
C 2.466 -0.067 4.252
C 1.077 -0.076 4.344
C 0.307 -0.279 3.199
C -2.113 -0.317 0.819
C -3.192 -1.023 0.264
C -4.509 -0.709 0.631
C -4.764 0.321 1.538
C -3.704 1.046 2.080
C -2.390 0.732 1.724
H 2.137 -2.391 -0.469
H 2.616 -4.809 -0.584
H 0.851 -6.457 -0.017
H -1.400 -5.674 0.667
H -1.885 -3.276 0.800
H 2.803 -0.631 0.916
H 4.161 -0.276 2.953
H 3.059 0.093 5.143
H 0.591 0.070 5.302
H -0.760 -0.308 3.326
H -3.020 -1.814 -0.450
H -5.336 -1.265 0.205
H -5.782 0.566 1.814
H -3.899 1.858 2.770
H -1.591 1.330 2.139

As for the HOMO-LUMO gap (alpha / beta): 4.666 / 4.314 eV. As for the charge: +2.

Molecular formula: C26H22BrCsF6N8O2PS2Se2Te
Method: DFT, ωB97M-V with the def2-TZVPD basis set

CARTESIAN COORDINATES (ANGSTROEM)
Cs -0.887 -1.778 -0.237
Br -3.696 1.029 -1.150
C -4.288 -0.472 -0.132
C -5.619 -0.844 -0.180
C -5.991 -1.934 0.594
C -5.035 -2.582 1.358
C -3.724 -2.121 1.325
N -3.368 -1.067 0.589
C -2.626 -2.850 2.139
O -3.017 -3.814 2.810
O -1.468 -2.388 2.015
H -6.323 -0.312 -0.802
H -7.020 -2.273 0.592
H -5.257 -3.443 1.971
Se 1.164 3.171 4.475
Se 0.662 4.446 1.833
C 1.695 3.559 0.528
C 2.333 4.324 -0.462
C 3.062 3.688 -1.443
C 3.163 2.301 -1.421
C 2.505 1.624 -0.412
N 1.790 2.225 0.545
C -0.600 2.494 4.338
C -1.694 3.250 4.776
C -2.963 2.716 4.661
C -3.123 1.446 4.119
C -1.987 0.771 3.706
N -0.759 1.275 3.812
H 2.228 5.399 -0.434
H 3.553 4.263 -2.221
H 3.729 1.754 -2.161
H 2.567 0.538 -0.362
H -1.526 4.238 5.180
H -3.830 3.282 4.982
H -4.101 0.995 4.013
H -2.057 -0.223 3.266
C 1.646 -0.768 4.458
C 2.266 -1.360 3.258
N 3.277 -2.172 3.261
N 3.467 -2.473 1.941
C 2.575 -1.889 1.122
S 2.490 -2.097 -0.528
N 1.816 -1.137 1.968
N 0.759 -0.341 1.550
H 2.121 -1.181 5.345
H 0.579 -0.987 4.477
H 1.748 0.319 4.454
H 4.173 -3.121 1.654
H 1.036 0.652 1.501
H -0.005 -0.419 2.217
Te 0.163 0.044 -3.270
C 2.096 -0.155 -4.100
C 2.698 -1.410 -4.082
C 3.980 -1.576 -4.583
C 4.671 -0.496 -5.112
C 4.063 0.752 -5.149
C 2.781 0.923 -4.649
H 2.173 -2.258 -3.655
H 4.446 -2.553 -4.543
H 5.681 -0.621 -5.482
H 4.594 1.601 -5.565
H 2.316 1.901 -4.660
F -1.804 -1.977 -2.427
P -2.079 -3.088 -3.626
F -3.059 -3.890 -2.631
F -0.811 -3.938 -3.090
F -2.337 -4.159 -4.797
F -3.307 -2.183 -4.142
F -1.060 -2.261 -4.593
S -0.825 4.489 -2.628
C -0.175 3.084 -2.922
N 0.354 2.053 -3.178

As for the HOMO-LUMO gap (alpha / beta): 5.484 / 6.408 eV. As for the charge: -2. The energy above the lowest of the compared OMol25 structures with the same formula, charge and spin is 2.666 eV. Its spin multiplicity is 2.

Molecular formula: C26H22ClMnN4O3
Method: DFT, ωB97M-V with the def2-TZVPD basis set

CARTESIAN COORDINATES (ANGSTROEM)
Mn 0.256 0.171 1.075
C -3.108 -1.799 1.672
C -1.898 -0.921 1.676
N -0.992 -0.956 0.788
N -0.722 -1.634 -0.341
C 0.431 -1.162 -0.807
O 1.237 -0.265 -0.402
C 0.958 -1.783 -2.101
C 2.158 -1.405 -2.734
C 2.580 -2.018 -3.919
C 1.809 -3.024 -4.497
C 0.618 -3.416 -3.891
C 0.199 -2.801 -2.706
C -1.644 0.114 2.777
C -2.551 0.266 3.818
C -2.282 1.221 4.799
C -1.124 1.993 4.716
C -0.265 1.789 3.650
N -0.487 0.882 2.686
H -3.098 -2.464 0.804
H -4.011 -1.185 1.627
H -3.124 -2.412 2.577
H 2.770 -0.622 -2.294
H 3.510 -1.702 -4.380
H 2.136 -3.500 -5.416
H 0.009 -4.198 -4.332
H -0.732 -3.117 -2.244
H -3.450 -0.334 3.882
H -2.972 1.362 5.626
H -0.895 2.741 5.466
H 0.651 2.360 3.533
Cl 3.995 4.307 1.607
C 3.722 2.622 1.431
C 4.789 1.733 1.378
C 4.532 0.371 1.234
C 3.212 -0.046 1.150
N 2.154 0.794 1.199
C 2.435 2.113 1.339
H 5.812 2.090 1.447
H 5.342 -0.349 1.189
H 2.962 -1.098 1.038
H 1.567 2.765 1.375
O -3.663 1.339 0.671
C -2.475 0.977 0.394
O -1.561 0.719 1.241
C -2.117 0.841 -1.074
C -0.829 0.447 -1.469
C -0.498 0.321 -2.821
C -1.453 0.589 -3.800
C -2.737 0.981 -3.428
C -3.066 1.106 -2.076
H -0.083 0.238 -0.704
H 0.505 0.015 -3.101
H -1.197 0.491 -4.850
H -3.488 1.192 -4.183
H -4.069 1.413 -1.784
H 0.241 1.848 1.491

As for the HOMO-LUMO gap (alpha / beta): 6.452 / 6.990 eV. As for the charge: +1. Its spin multiplicity is 4.

Molecular formula: C26H22Co2NO6
Method: DFT, ωB97M-V with the def2-TZVPD basis set

CARTESIAN COORDINATES (ANGSTROEM)
C -5.112 2.601 -1.856
C -4.491 2.711 -0.606
C -3.244 2.121 -0.390
C -2.615 1.406 -1.416
C -1.238 0.798 -1.147
C -0.099 1.773 -1.443
C 1.041 1.772 -0.630
C 2.122 2.602 -0.932
C 2.045 3.484 -2.019
C 0.894 3.510 -2.813
C -0.174 2.651 -2.531
C -1.001 -0.484 -1.950
C -2.058 -1.590 -1.807
C -1.287 -2.891 -2.103
C 0.205 -2.523 -2.066
N 0.230 -1.138 -1.598
C -3.230 1.303 -2.669
C -4.480 1.900 -2.887
H -6.087 3.059 -2.030
H -4.975 3.259 0.205
H -2.743 2.207 0.579
H -1.194 0.530 -0.077
H 1.071 1.116 0.245
H 3.017 2.552 -0.310
H 2.881 4.148 -2.245
H 0.818 4.198 -3.657
H -1.069 2.664 -3.157
H -0.902 -0.212 -3.018
H -2.432 -1.591 -0.773
H -2.900 -1.411 -2.481
H -1.513 -3.662 -1.360
H -1.542 -3.274 -3.096
H 0.785 -3.165 -1.395
H 0.651 -2.580 -3.071
H 1.068 -0.631 -1.874
H -2.733 0.765 -3.484
H -4.942 1.807 -3.871
O -0.831 -0.361 5.103
C 0.277 -0.658 4.983
Co 1.965 -1.082 4.756
C 2.314 0.494 4.030
O 2.484 1.539 3.567
C 2.307 -1.093 6.488
O 2.531 -1.100 7.621
C 1.385 -2.386 3.356
C 1.438 -2.063 2.022
C 0.829 -1.761 0.859
Co 3.082 -2.210 2.761
C 3.653 -0.867 1.770
O 3.983 0.013 1.093
C 4.059 -3.512 2.023
O 4.699 -4.318 1.497
C 4.034 -1.915 4.333
O 4.994 -1.988 4.993
H 0.817 -3.237 3.742
H 1.445 -1.342 0.070
H -0.231 -1.938 0.670

As for the HOMO-LUMO gap: 6.654 eV. As for the charge: -1. The energy above the lowest of the compared OMol25 structures with the same formula, charge and spin is 0.000 eV.

Molecular formula: C26H22F6N3OPS6SbV
Method: DFT, ωB97M-V with the def2-TZVPD basis set

CARTESIAN COORDINATES (ANGSTROEM)
V -1.544 0.767 -1.166
O -0.053 0.580 -0.238
N -1.164 -1.110 -1.654
C -1.455 -2.212 -0.790
C -0.546 -3.427 -0.985
C -0.150 -3.583 -2.436
C -0.173 -2.566 -3.292
C -0.589 -1.247 -2.821
S -0.326 0.229 -3.580
H -1.472 -1.861 0.236
H 0.363 -3.316 -0.385
H 0.224 -4.549 -2.752
H 0.163 -2.657 -4.316
N 0.311 2.892 0.693
P 0.980 1.375 0.638
C 2.538 1.380 -0.186
C 3.681 1.631 0.583
C 4.918 1.676 -0.033
C 5.018 1.466 -1.404
C 3.884 1.220 -2.168
C 2.638 1.176 -1.563
C 1.155 0.721 2.250
C 0.728 1.388 3.397
C 0.949 0.803 4.634
C 1.579 -0.430 4.719
C 1.985 -1.104 3.571
C 1.782 -0.529 2.331
C -0.175 3.564 -0.444
C -0.127 4.948 -0.483
C -0.606 5.600 -1.597
C -1.080 4.852 -2.668
C -1.135 3.490 -2.544
N -0.722 2.830 -1.433
H 0.490 3.476 1.499
H 3.604 1.781 1.653
H 5.807 1.866 0.553
H 5.990 1.494 -1.880
H 3.971 1.060 -3.234
H 1.755 0.977 -2.155
H 0.190 2.324 3.340
H 0.617 1.309 5.530
H 1.757 -0.873 5.690
H 2.471 -2.067 3.649
H 2.118 -1.035 1.433
H 0.276 5.492 0.361
H -0.601 6.681 -1.636
H -1.419 5.319 -3.581
H -1.526 2.878 -3.341
F -2.650 1.326 -2.312
Sb -2.625 1.997 0.964
F -3.149 3.728 0.518
F -1.913 2.790 2.508
F -4.253 1.416 1.589
F -1.808 0.425 1.776
F -2.992 -0.152 -0.467
C -2.227 -3.229 2.115
S -1.423 -4.700 1.432
C -1.356 -4.605 -0.421
C -2.760 -4.425 -0.895
S -3.198 -2.836 -1.120
S -3.708 -5.779 -1.143
C -2.364 -6.974 -1.140
S -2.643 -8.503 -1.457
S -0.790 -6.270 -0.847
H -2.518 -3.556 3.114
H -3.140 -2.958 1.583
H -1.562 -2.373 2.210

As for the HOMO-LUMO gap (alpha / beta): 6.710 / 6.708 eV. As for the charge: +2. The energy above the lowest of the compared OMol25 structures with the same formula, charge and spin is 0.759 eV.

Q: charge of number 3 (C26H21NO7PSV)?
A: -1